(1)
Below is a 6-piece molecular cluster, C32H53N5O12PS overall at a distorted geometry, with properties calculated with wB97M-V/def2-TZVPD.

Last column: Mulliken charge in e.
Element x y z (Å)
C  -0.5516  -2.9388  -0.2200  -0.808
C  0.8010  -2.5560  0.4178  -0.330
N  1.0446  -2.7832  1.6363  -0.765
C  1.9129  -1.8550  -0.4044  -0.636
C  1.3894  -0.7073  -1.3420  0.620
C  1.8743  -1.0872  -2.8143  -0.691
P  0.6116  -0.5295  -4.0891  0.240
N  0.1420  0.9666  -3.8784  -0.721
C  3.3363  -0.5929  -3.1771  -0.426
S  3.3670  0.8141  -4.4062  -0.052
C  4.2122  -0.1347  -1.9754  -0.738
O  4.9339  -1.2488  -1.3662  -0.409
C  6.1312  -0.7799  -1.0113  0.468
N  7.0418  -0.2656  -0.5812  -0.362
N  3.4982  0.6106  -0.8931  0.317
C  2.0051  0.6977  -1.0494  -2.505
N  1.3265  1.4391  -0.0083  0.573
C  1.6631  2.8785  -0.0244  -0.622
C  1.4359  0.8361  1.3128  0.348
C  2.6456  0.9695  2.2725  -1.421
O  0.4996  0.2243  1.7054  -0.263
H  -0.4716  -3.4108  -1.2194  0.322
H  -1.0915  -3.5983  0.4984  0.594
H  -1.1450  -1.9942  -0.2777  -0.071
H  0.2145  -3.2277  2.0504  0.428
H  2.4496  -2.6672  -0.9427  0.968
H  2.6391  -1.4880  0.3614  0.007
H  0.2863  -0.6662  -1.3813  0.912
H  1.8992  -2.1995  -2.9103  0.700
H  -0.5027  -1.4112  -4.0179  0.055
H  1.1950  -0.7670  -5.3720  0.060
H  -0.8636  1.0083  -3.7177  0.262
H  3.8932  -1.4048  -3.6868  0.554
H  3.0032  1.9170  -3.6743  0.173
H  4.9990  0.5328  -2.3858  0.751
H  3.8825  1.5672  -0.8813  0.572
H  3.8031  0.2034  0.0074  0.535
H  1.8245  1.2912  -1.9772  0.603
H  0.9044  3.4305  0.5698  0.046
H  2.6550  3.0684  0.4651  0.387
H  1.7158  3.3045  -1.0515  0.284
H  2.2398  0.8859  3.2998  0.382
H  3.2572  1.8798  2.1314  0.257
H  3.2587  0.0411  2.1374  0.480
O  0.5314  3.7964  2.3151  -0.659
C  -0.4658  4.2994  2.7731  0.549
O  -0.7203  5.6195  2.7201  -0.405
C  -1.9314  5.9103  3.4486  -0.163
C  -2.6933  4.6018  3.4865  -0.618
C  -1.5687  3.5776  3.5130  -0.041
H  -1.6624  6.2635  4.4440  -0.082
H  -2.4886  6.6924  2.9368  0.377
H  -3.3793  4.5278  4.3292  0.348
H  -3.2745  4.4837  2.5689  0.324
H  -1.2326  3.3646  4.5291  0.267
H  -1.8449  2.6572  3.0018  -0.014
O  -2.3487  -3.2825  2.0810  -0.570
C  -3.1210  -2.4048  2.3548  0.417
O  -4.3300  -2.6232  2.9191  -0.394
C  -5.0518  -1.3839  3.0147  -0.585
C  -3.9895  -0.3020  2.9749  -0.484
C  -2.9250  -0.9300  2.0885  0.078
H  -5.7436  -1.3190  2.1717  0.272
H  -5.6234  -1.3660  3.9411  0.346
H  -4.3626  0.6540  2.6080  0.358
H  -3.5846  -0.1424  3.9775  0.299
H  -3.1075  -0.7342  1.0295  0.302
H  -1.9223  -0.6119  2.3688  -0.050
O  -4.8925  -2.4022  -1.7953  -0.594
C  -4.4794  -3.4843  -2.1023  0.396
O  -3.2461  -3.9377  -1.7597  -0.251
C  -3.0147  -5.2187  -2.3696  -0.421
C  -4.3952  -5.7750  -2.6621  -0.584
C  -5.1987  -4.5138  -2.9430  -0.354
H  -2.4247  -5.0701  -3.2781  0.306
H  -2.4533  -5.8525  -1.6843  0.315
H  -4.4043  -6.4952  -3.4793  0.340
H  -4.7908  -6.2709  -1.7729  0.277
H  -5.1407  -4.2177  -3.9920  0.270
H  -6.2355  -4.6158  -2.6318  0.290
O  0.0486  -3.2771  -6.5634  -0.595
C  1.1444  -3.5679  -6.9533  0.559
O  1.9083  -4.5378  -6.3890  -0.356
C  3.2015  -4.5628  -7.0178  -0.379
C  2.9977  -3.9147  -8.3735  -0.496
C  1.8958  -2.9056  -8.0862  -0.349
H  3.9036  -4.0053  -6.3914  0.200
H  3.5457  -5.5921  -7.1009  0.317
H  3.9063  -3.4722  -8.7798  0.335
H  2.6371  -4.6571  -9.0884  0.268
H  2.2963  -1.9513  -7.7365  0.173
H  1.2492  -2.7554  -8.9474  0.349
O  -2.3924  6.8579  6.9487  -0.562
C  -1.3210  6.5276  7.3710  0.534
O  -0.8005  6.9740  8.5388  -0.372
C  0.5381  6.4744  8.6963  -0.409
C  0.6101  5.2438  7.8115  -0.693
C  -0.3400  5.6072  6.6814  -0.057
H  1.2384  7.2529  8.3843  0.247
H  0.7179  6.2389  9.7437  0.348
H  1.6213  5.0091  7.4806  0.361
H  0.2238  4.3758  8.3507  0.293
H  0.1642  6.1598  5.8854  0.355
H  -0.8445  4.7311  6.2803  -0.020

Orbital gap (eV): 8.562
Lowest unoccupied orbital energy (eV): -2.81
Total energy (Eh): -3167.02748
Spin multiplicity: 1
Net charge: +1


(2)
Below is a 12-piece molecular cluster, C32H54F4N16O12P3S overall at a distorted geometry, with properties calculated with wB97M-V/def2-TZVPD.

Last column: Mulliken charge in e.
Element x y z (Å)
N  3.7504  2.2433  2.8855  -0.539
C  3.1283  1.1379  2.8334  0.000
C  3.1412  0.2285  1.5705  0.005
N  2.7249  0.9124  0.3257  1.245
O  3.6998  1.1234  -0.5991  -0.427
C  1.5221  1.2689  0.0600  -2.496
N  0.5050  0.9966  0.9973  1.700
C  0.1684  1.9784  2.0254  -1.341
O  -0.1291  1.2212  3.2005  -0.252
C  -0.4375  2.0816  4.2803  -0.565
O  -1.6452  2.7718  4.1077  -0.213
C  -2.5881  2.5185  5.1415  -0.475
C  -4.0045  2.8762  4.5571  0.443
O  -3.8120  4.0590  3.7426  -0.583
C  -0.5626  0.4418  0.1061  0.309
P  0.2710  -1.2643  -0.3183  -0.267
P  -1.1347  -2.7103  -1.1549  1.182
O  -1.8541  -2.2857  -2.3819  -0.610
O  -2.1727  -3.2665  -0.0282  -0.361
O  -0.1921  -4.0263  -1.5779  -0.204
P  -2.2019  0.0576  0.8908  1.295
O  -2.8197  1.2224  1.5693  -0.596
O  -3.2912  -0.4698  -0.1753  -0.432
O  -1.9159  -1.0385  2.0647  -0.623
C  -0.4957  1.5800  -1.0204  -0.360
N  -1.4304  2.6601  -0.8230  -0.343
C  -0.8826  1.1227  -2.4970  0.098
F  -0.8686  2.1854  -3.3447  -0.316
F  -2.1558  0.6808  -2.5268  -0.235
F  -0.0248  0.2271  -3.0249  -0.184
N  0.9555  1.8918  -1.1113  0.523
S  1.4543  3.5005  -1.2227  1.136
O  1.5280  4.0232  0.1151  -0.585
O  0.6592  4.2978  -2.0765  -0.563
F  2.9478  3.5560  -1.7950  -0.204
H  4.2253  2.3331  1.9736  0.244
H  2.4766  0.7986  3.6669  0.325
H  2.5736  -0.7010  1.7448  -0.455
H  4.1957  -0.0935  1.4291  0.395
H  4.0277  2.0585  -0.5384  0.456
H  -0.7055  2.6241  1.8233  0.450
H  1.0686  2.5954  2.2414  0.716
H  0.3877  2.7938  4.5166  0.316
H  -0.5409  1.4246  5.1742  0.408
H  -2.4344  3.1744  6.0244  0.205
H  -2.6486  1.4555  5.4529  0.441
H  -4.7258  3.1563  5.3613  -0.422
H  -4.3818  2.0690  3.8934  0.207
H  -4.1799  3.8965  2.8671  0.266
H  1.2226  -1.0673  -1.3655  0.111
H  -1.8071  -4.0631  0.4304  0.359
H  -0.2937  -4.1232  -2.5542  0.232
H  -4.1550  -0.1644  0.1570  0.372
H  -0.9570  -1.1694  2.1757  0.474
H  -2.3832  2.3468  -0.6771  0.295
H  -1.1268  3.3578  -0.1529  0.404
C  3.3291  -2.5162  4.5210  -0.871
C  3.3241  -2.6426  3.0532  0.595
N  3.3201  -2.7471  1.9077  -0.424
H  3.0636  -3.4700  4.9740  0.342
H  4.3203  -2.2225  4.8636  0.307
H  2.6063  -1.7620  4.8309  0.220
C  -8.0001  1.3594  5.5959  -0.887
C  -6.7329  1.2535  6.3347  0.460
N  -5.7463  1.1709  6.9144  -0.408
H  -8.4323  2.3480  5.7456  0.269
H  -7.8227  1.2049  4.5325  0.264
H  -8.7007  0.6063  5.9531  0.338
C  0.0690  0.1919  -6.5545  -0.304
C  1.2257  -0.5045  -7.1429  0.349
N  2.1284  -1.0467  -7.6018  -0.437
H  -0.8171  -0.4370  -6.6246  0.204
H  0.2650  0.4146  -5.5076  -0.151
H  -0.1127  1.1230  -7.0892  0.349
C  1.5122  -8.1999  -1.9622  -1.042
C  0.8206  -6.9285  -1.6816  0.566
N  0.2880  -5.9274  -1.4615  -0.292
H  2.1849  -8.4440  -1.1412  0.288
H  0.7830  -9.0008  -2.0755  0.277
H  2.0896  -8.1124  -2.8815  0.288
C  6.6510  4.4467  1.1544  -0.877
C  6.1366  3.5962  0.0697  0.441
N  5.7342  2.9322  -0.7798  -0.566
H  6.1725  4.1781  2.0957  0.380
H  7.7268  4.3107  1.2524  0.291
H  6.4415  5.4926  0.9341  0.285
C  2.4254  -2.1632  -10.7386  -0.366
C  1.9245  -3.0133  -11.8323  0.264
N  1.5342  -3.6769  -12.6844  -0.356
H  1.9769  -2.4687  -9.7961  -0.068
H  3.5074  -2.2559  -10.6628  0.270
H  2.1706  -1.1225  -10.9317  0.252
C  -5.3253  6.4486  6.0082  -0.791
C  -5.6175  5.1567  6.6488  0.411
N  -5.8493  4.1482  7.1593  -0.441
H  -6.2178  6.8245  5.5102  0.272
H  -5.0059  7.1696  6.7594  0.311
H  -4.5320  6.3226  5.2718  0.223
C  -0.7054  -3.7106  -6.7343  -0.571
C  -0.2398  -4.2617  -5.4527  0.438
N  0.1245  -4.7002  -4.4547  -0.554
H  -1.2738  -4.4649  -7.2756  0.346
H  -1.3436  -2.8471  -6.5558  0.102
H  0.1491  -3.4051  -7.3383  0.082
C  9.2098  7.2065  2.7725  -0.803
C  8.9423  5.9057  3.4104  0.384
N  8.7320  4.8907  3.9054  -0.403
H  8.3060  7.5753  2.2896  0.262
H  9.5308  7.9267  3.5232  0.322
H  9.9944  7.0976  2.0253  0.277
C  -2.5885  -7.9157  0.7212  -0.836
C  -1.7994  -6.6850  0.8709  0.503
N  -1.1797  -5.7265  0.9882  -0.579
H  -2.0979  -8.5856  0.0164  0.245
H  -2.6801  -8.4154  1.6842  0.312
H  -3.5826  -7.6729  0.3493  0.268
C  -4.0044  -4.0776  -3.8597  -0.195
C  -3.9884  -4.2224  -5.3238  0.236
N  -3.9758  -4.3332  -6.4677  -0.424
H  -4.2735  -5.0261  -3.3961  0.327
H  -3.0190  -3.7746  -3.5091  -0.201
H  -4.7307  -3.3206  -3.5692  0.271

Orbital gap (eV): 7.053
Lowest unoccupied orbital energy (eV): -4.16
Total energy (Eh): -4852.02636
Spin multiplicity: 1
Net charge: +1


> The lowest lowest unoccupied orbital energy belongs to which entry?

C32H54F4N16O12P3S